# 1
Density functional theory data (the ωB97M-V functional and the def2-TZVPD basis) for the molecule C3H5NO2.

Bonds (Å) are listed after each position.
Atoms and positions in Å:
1 O 0.45 -0.16 -1.65  C5 1.261
2 O -1.39 0.24 0.39  C4 1.249, C6 1.513
3 N 1.77 -0.39 0.28  C5 1.304, H11 1.025
4 C -0.84 1.33 0.13  O2 1.249, H7 1.090, H8 1.092
5 C 0.72 -0.54 -0.47  O1 1.261, N3 1.304, C6 1.530
6 C -0.51 -0.99 0.32  O2 1.513, C5 1.530, H9 1.088, H10 1.089
7 H -1.50 2.19 0.11  C4 1.090
8 H 0.25 1.42 0.07  C4 1.092
9 H -0.32 -1.26 1.35  C6 1.088
10 H -1.16 -1.70 -0.20  C6 1.089
11 H 2.51 0.01 -0.31  N3 1.025

HOMO-LUMO gap = 7.210 eV
HOMO = -8.66 eV
LUMO = -1.45 eV
energy above the lowest of the compared OMol25 structures with the same formula, charge and spin = 92.30 kcal/mol
total charge = 0

Results of the natural (NBO) charge analysis, in e, for atoms 1 through 2: -0.737 -0.344

***

# 2
Density functional theory data (the ωB97M-V functional and the def2-TZVPD basis) for the molecule C5H5IN4 in a non-equilibrium geometry.

Bonds (Å) are listed after each position.
Atoms and positions in Å:
1 I 3.19 -0.63 -0.13  C7 2.117
2 N -0.99 2.39 -0.18  C6 1.373, C9 1.276
3 N 0.56 0.84 0.10  C7 1.364, C9 1.383, C10 1.387
4 N 0.44 -1.49 0.18  N5 1.263, C7 1.274
5 N -0.73 -1.74 0.57  N4 1.263, C8 1.419
6 C 0.22 3.01 0.02  N2 1.373, C10 1.361, H13 1.071
7 C 1.11 -0.41 0.17  I1 2.117, N3 1.364, N4 1.274
8 C -1.51 -2.68 -0.15  N5 1.419, H12 1.094, H14 1.093, H15 1.093
9 C -0.77 1.14 -0.17  N2 1.276, N3 1.383
10 C 1.19 2.07 0.17  N3 1.387, C6 1.361, H11 1.070
11 H 2.24 2.15 0.37  C10 1.070
12 H -1.75 -3.52 0.51  C8 1.094
13 H 0.30 4.08 0.02  C6 1.071
14 H -1.04 -3.03 -1.07  C8 1.093
15 H -2.46 -2.18 -0.40  C8 1.093

HOMO-LUMO gap (spin up / spin down) = 6.639 / 8.298 eV
HOMO (spin up / spin down) = -8.05 / -9.03 eV
LUMO (spin up / spin down) = -1.41 / -0.73 eV
energy above the lowest of the compared OMol25 structures with the same formula, charge and spin = 5.32 kcal/mol
total charge = 0

Results of the natural (NBO) charge analysis, in e, for atoms 1 through 2: 0.165 -0.493

***

# 3
Density functional theory data (the ωB97M-V functional and the def2-TZVPD basis) for the molecule C3H5NO2S2 in a non-equilibrium geometry.

Bonds (Å) are listed after each position.
Atoms and positions in Å:
1 S -2.60 0.40 0.69  C7 1.809, C8 1.982
2 S 0.78 -1.16 0.18  O3 1.450, N5 1.724, C8 2.039
3 O 1.06 -1.86 1.42  S2 1.450
4 O 2.23 0.90 -1.29  C6 1.217
5 N 1.33 0.39 0.69  S2 1.724, C6 1.332, H11 1.082
6 C 1.99 1.20 -0.14  O4 1.217, N5 1.332, H12 1.163
7 C -1.81 -0.01 -0.88  S1 1.809, C8 1.445, H10 1.120, H13 1.061
8 C -1.24 -0.91 0.10  S1 1.982, S2 2.039, C7 1.445, H9 1.009
9 H -1.63 -1.84 0.06  C8 1.009
10 H -2.37 -0.58 -1.67  C7 1.120
11 H 1.20 0.46 1.76  N5 1.082
12 H 2.37 2.16 0.38  C6 1.163
13 H -1.32 0.84 -1.28  C7 1.061

HOMO-LUMO gap (spin up / spin down) = 6.629 / 5.756 eV
HOMO (spin up / spin down) = -6.14 / -9.06 eV
<S²> = 2.011
LUMO (spin up / spin down) = 0.49 / -3.31 eV
energy above the lowest of the compared OMol25 structures with the same formula, charge and spin = 42.59 kcal/mol
multiplicity = 3
total charge = 0

Results of the natural (NBO) charge analysis, in e, for atoms 1 through 2: 0.441 1.392

***

Record-wise DFT total energy values, in hartree: -322.42725 -710.05326 -1118.69998
Record-wise molecular weight values, in g mol⁻¹: 87.078 248.027 151.212